# 1
Density functional theory data (ωB97M-V/def2-TZVPD) for a structure of composition C23H16Cl5N5O8W.

Structure (XYZ):
```
58
Properties=species:S:1:pos:R:3:forces:R:3
W -0.76869 0.03464 0.15946 -2.320 -0.197 -0.864
N -0.13449 -0.78685 -2.01522 0.204 -0.135 0.174
C -1.19145 -1.67175 -2.56751 0.189 0.195 -0.107
C -2.04087 -2.26426 -1.47754 -0.284 -0.054 0.568
O -2.70062 -3.27319 -1.68653 -0.005 0.005 -0.017
N -2.01170 -1.56947 -0.31655 0.193 -0.374 -0.323
C -2.89858 -2.05415 0.72874 0.085 0.002 -0.361
C -2.70464 -1.24071 1.97934 0.506 0.524 -0.115
O -3.25033 -1.49033 3.01748 -0.092 0.028 0.191
O -1.85847 -0.20685 1.82362 -0.137 -0.368 0.335
H 0.02965 -0.02262 -2.66244 0.017 0.028 -0.016
H 0.72820 -1.31700 -1.96337 0.048 0.042 -0.050
H -0.77713 -2.47707 -3.16906 0.062 -0.017 -0.034
H -1.84520 -1.08097 -3.20656 -0.014 0.021 -0.035
H -2.73447 -3.11075 0.94973 0.000 -0.065 0.026
H -3.94208 -1.97064 0.42092 -0.078 -0.034 -0.007
O 2.47544 -0.08997 3.72577 -0.255 -0.173 -0.288
C 1.31931 -0.10174 3.01479 -0.017 0.381 0.584
O 0.68633 -1.10647 2.85390 0.046 0.300 0.275
C 0.90794 1.30089 2.62099 0.102 -0.351 -0.275
C 1.32131 2.32972 3.44708 0.125 0.087 0.227
C 0.85474 3.62607 3.26943 -0.030 -0.244 -0.065
C -0.06840 3.81456 2.26608 0.026 0.243 0.127
C -0.42065 2.75004 1.46101 -0.019 0.141 -0.287
N 0.09336 1.50270 1.54842 0.386 0.406 0.656
C -1.48317 2.98995 0.45113 -0.333 -1.289 -0.309
O -1.85595 4.03601 0.02676 0.028 0.456 0.005
O -2.02696 1.78876 0.05464 0.038 1.264 1.177
H 2.57558 -1.00267 4.04222 0.137 0.080 0.047
H 1.99948 2.09385 4.25115 0.015 -0.001 0.029
H 1.17308 4.43338 3.91511 0.000 -0.047 -0.027
H -0.54044 4.76878 2.06998 0.021 -0.043 -0.001
Cl -4.32777 0.33049 -1.25744 0.144 -0.024 0.043
C -3.00432 1.02659 -2.13028 -0.112 0.105 0.218
C -1.78060 1.27899 -1.41770 1.015 -0.902 -0.950
C -0.81904 1.98221 -2.20385 -0.007 -0.075 0.061
Cl 0.78516 2.11519 -1.46471 -0.020 0.430 -0.308
C -0.97953 2.29911 -3.54843 0.330 0.264 0.131
Cl 0.32777 3.04338 -4.40016 -0.049 -0.006 -0.008
C -2.15458 2.00480 -4.20345 -0.192 -0.037 -0.036
Cl -2.40833 2.46273 -5.85011 0.018 -0.055 0.154
C -3.16387 1.36339 -3.45171 -0.206 0.083 -0.117
Cl -4.65216 0.99120 -4.23762 0.014 0.003 -0.045
N 4.80239 -0.03905 -0.22593 0.008 -0.047 0.087
C 4.61352 -1.31604 0.18655 -0.067 -0.113 0.002
O 5.52919 -2.07744 0.41625 0.057 0.049 0.002
C 3.19063 -1.79687 0.34190 0.176 0.212 -0.015
C 2.97639 -3.14556 0.58940 0.160 -0.161 -0.006
C 1.68560 -3.60323 0.74477 -0.226 -0.026 0.051
C 0.63407 -2.70552 0.64761 0.136 -0.118 -0.053
N 0.83625 -1.40763 0.39865 0.207 -0.550 -0.193
C 2.09295 -0.96931 0.26531 -0.005 0.067 -0.115
H 5.75110 0.28720 -0.29793 0.001 -0.001 -0.013
H 4.05794 0.60719 -0.40507 -0.003 -0.006 -0.050
H 3.83553 -3.80143 0.65508 -0.029 0.017 0.007
H 1.47193 -4.64417 0.94544 0.029 0.030 -0.013
H -0.39255 -3.01502 0.77008 -0.018 -0.009 -0.021
H 2.18220 0.09694 0.10042 -0.007 0.061 -0.054
```
Positions in Å, forces in eV/Å.

The energy above the lowest of the compared OMol25 structures with the same formula, charge and spin comes out at 325.6 kJ/mol. The LUMO energy (alpha / beta) is -1.305 / -1.485 eV. Its charge is 0. The molar mass comes out at 851.5 g/mol. The orbital gap (alpha / beta) is 0.2101 / 0.1980 hartree. The calculation puts the HOMO energy (alpha / beta) at -7.023 / -6.874 eV. As for the spin multiplicity: 3. Its expectation value of S² is 2.043.

# 2
Density functional theory data (ωB97M-V/def2-TZVPD) for a cluster of 2 separate species, C4H12N2O2 in total.

Structure (XYZ):
```
20
Properties=species:S:1:pos:R:3:forces:R:3
C 2.20987 0.62639 -0.54555 -0.594 -0.095 1.736
C 0.86573 0.30429 0.16492 1.184 -0.056 -0.251
C -0.28007 0.17447 -0.82509 -1.391 0.005 2.397
N -0.09860 -0.83919 -1.83516 0.454 0.311 -1.036
C -1.51116 -0.19622 0.06029 -1.287 -0.402 -0.091
N -2.44773 -0.92460 -0.58644 -0.638 -0.523 -0.326
O -1.74425 0.14567 1.22022 1.063 0.112 -0.728
H 2.85130 1.17428 0.14101 0.042 0.150 0.127
H 2.02556 1.30230 -1.37812 0.420 -0.607 -0.550
H 2.70552 -0.34543 -0.62630 0.192 0.459 -1.285
H 1.00147 -0.67301 0.66940 -0.275 0.337 -0.165
H 0.66730 1.00022 0.97330 -0.289 0.196 -0.191
H -0.65367 1.14276 -1.21884 0.810 -0.389 -0.333
H 0.54363 -1.56354 -1.52646 -0.221 0.014 0.290
H 0.37796 -0.42941 -2.63257 -0.159 -0.021 -0.065
H -2.39934 -1.24862 -1.53587 0.644 0.160 0.004
H -3.26298 -1.23108 -0.08252 0.078 0.275 0.279
O -0.14780 0.45816 3.55447 0.366 -0.128 0.263
H -0.25875 1.30379 3.11307 -0.173 -0.033 -0.040
H -0.44397 -0.18124 2.89622 -0.225 0.232 -0.035
```
Positions in Å, forces in eV/Å.

The energy above the lowest of the compared OMol25 structures with the same formula, charge and spin comes out at 102.7 kJ/mol. The LUMO energy is 0.731 eV. As for the structure (SMILES): CC[C@@H](N)C(N)=O.O. Its charge is 0. The molar mass comes out at 120.2 g/mol. The orbital gap is 0.3789 hartree. The calculation puts the HOMO energy at -9.579 eV.

# 3
Density functional theory data (ωB97M-V/def2-TZVPD) for a structure of composition CH4IPS2.

Structure (XYZ):
```
9
Properties=species:S:1:pos:R:3:forces:R:3
C -3.16802 -1.58765 -1.32632 0.081 0.967 0.103
P -0.43510 1.29927 -0.80208 -0.161 0.961 0.133
S -2.31567 -0.94525 -2.50704 -0.395 -0.571 -0.094
S 1.05800 -0.00096 -0.22592 -1.196 -2.888 1.116
I -4.17754 -0.34816 0.11145 0.197 -0.678 -0.363
H -3.25674 -2.65228 -1.15836 -0.183 -0.050 0.246
H -0.66415 0.85104 -2.13124 0.582 0.605 -0.022
H 0.64163 2.23437 -0.96584 -0.689 0.100 -0.527
H 0.10448 -1.02288 0.22927 1.763 1.553 -0.592
```
Positions in Å, forces in eV/Å.

The energy above the lowest of the compared OMol25 structures with the same formula, charge and spin comes out at 153.2 kJ/mol. The LUMO energy is -0.975 eV. Its charge is 0. The molar mass comes out at 238.1 g/mol. The orbital gap is 0.2883 hartree. The calculation puts the HOMO energy at -8.821 eV.

# 4
Density functional theory data (ωB97M-V/def2-TZVPD) for a cluster of 2 separate species, C15H18O2 in total.

Structure (XYZ):
```
35
Properties=species:S:1:pos:R:3:forces:R:3
C 2.48655 1.86400 -0.56619 -0.221 0.717 -1.181
C 1.48289 0.76042 -0.32424 0.034 -0.020 -1.143
C 1.34098 -0.21139 -1.46165 -1.080 -0.173 -1.153
C 2.25810 -0.44757 -2.45052 3.070 -0.376 -0.772
C 2.19686 -1.53604 -3.34413 -1.512 -0.482 0.959
C 1.05812 -2.34394 -3.26921 0.810 0.199 0.028
O 1.00116 -3.54229 -3.91632 -0.135 0.015 -0.192
C -0.04590 -1.96091 -2.50422 0.395 -0.467 -0.681
C 0.11351 -0.88406 -1.66645 0.482 0.274 0.194
H 2.39618 2.23816 -1.61238 -0.286 -0.099 0.622
H 3.53968 1.61040 -0.52246 0.099 -0.262 0.595
H 2.22107 2.68889 0.08895 0.517 0.200 0.155
H 1.70791 0.18254 0.54932 0.267 -0.248 0.739
H 0.51540 1.21378 -0.13977 -0.206 -0.015 0.019
H 3.23954 0.08340 -2.56058 -1.055 -0.108 0.649
H 3.03707 -1.89186 -3.93573 -0.019 0.519 -0.043
H 1.85438 -3.67349 -4.33918 -0.027 -0.184 -0.154
H -0.92944 -2.59022 -2.65474 0.028 0.643 0.412
H -0.70566 -0.40525 -1.20145 -1.090 -0.185 0.885
C -0.53200 -1.34722 3.23587 -1.120 0.467 -1.716
C -1.32716 -0.12088 2.85626 0.109 2.086 -0.186
C -0.72715 1.07612 2.36304 0.567 -0.958 0.459
C -1.42070 1.98512 1.60725 -0.562 -0.038 -1.175
C -2.83204 1.81842 1.42633 1.224 1.257 -0.327
O -3.54089 2.70345 0.64327 0.847 0.188 -0.466
C -3.47522 0.82665 2.10113 0.111 -0.687 1.970
C -2.70437 -0.09351 2.85979 0.077 -1.046 -1.539
H -1.13896 -2.15901 2.78076 0.429 -0.072 1.105
H -0.35671 -1.36299 4.28976 0.234 -0.654 0.582
H 0.36625 -1.36493 2.62685 0.459 0.103 0.388
H 0.33107 1.26058 2.56757 -0.132 -0.263 -0.448
H -0.82495 2.67414 0.94824 -0.881 -0.186 1.065
H -2.89571 3.21899 0.10232 -0.798 -0.544 0.694
H -4.54419 0.76966 2.26610 -0.063 0.121 -0.746
H -3.14565 -1.03916 3.15642 -0.575 0.276 0.400
```
Positions in Å, forces in eV/Å.

The energy above the lowest of the compared OMol25 structures with the same formula, charge and spin comes out at 160.8 kJ/mol. The LUMO energy is 0.710 eV. As for the structure (SMILES): CCc1ccc(O)cc1.Cc1ccc(O)cc1. Its charge is 0. The molar mass comes out at 230.3 g/mol. The orbital gap is 0.3314 hartree. The calculation puts the HOMO energy at -8.308 eV.

Question: molar mass of number 4 (C15H18O2)?
Answer: 230.3 g/mol

Question: Among the records above, which one has the lowest molar mass?
Answer: C4H12N2O2

Question: molar mass of number 2 (C4H12N2O2)?
Answer: 120.2 g/mol